Entry from OMol25: 2 unconnected molecules or ions with the total composition C2H6N2 at a distorted geometry (ωB97M-V with the def2-TZVPD basis set).

```
10
Properties=species:S:1:pos:R:3:nbo_charge:R:1
C 0.15166 -0.77507 -1.66746 0.177
N 1.41481 -0.87778 -1.90797 -0.181
N 0.71535 -1.70202 -0.75954 -0.578
H -0.55550 0.07143 -1.52078 0.222
H 1.14861 -1.59942 0.17617 0.363
C -0.35994 0.99815 1.45152 -0.857
H 0.22534 1.25356 0.47906 0.228
H -0.09682 -0.16899 1.52028 0.201
H -0.10424 1.00745 2.36020 0.208
H -1.51217 0.99040 1.26746 0.217
```

Output
Lowest unoccupied orbital energy: 0.2101 eV
Energy relative to the best compared isomer or geometry (same formula, charge and spin): 145.63 kcal/mol


Entry from OMol25: a molecular structure, C18H25InO11P (ωB97M-V with the def2-TZVPD basis set).

```
56
Properties=species:S:1:pos:R:3:lowdin_charge:R:1
C 2.68779 -0.06135 -0.95879 -0.106
C 2.10264 1.11321 -0.15238 -0.256
C 2.26235 2.49207 -0.83153 -0.207
C 0.95977 3.08334 -1.41863 -0.222
C 0.38834 4.33617 -0.71126 -0.337
C -1.14178 4.29582 -0.55336 -0.363
In -1.82512 2.72737 0.83095 0.378
P -2.67566 0.72996 -0.54194 0.362
O -1.59919 0.01350 -1.30767 -0.442
O -3.87737 1.08927 -1.61680 -0.262
O -3.48526 -0.30260 0.44317 -0.261
H 3.39084 0.28387 -1.72451 0.058
H 1.90129 -0.62633 -1.46525 0.067
H 3.22957 -0.76833 -0.32162 0.045
H 2.57904 1.14328 0.82910 0.077
H 1.04159 0.92878 0.00973 0.063
H 2.99785 2.38666 -1.63894 0.089
H 2.69501 3.20590 -0.12231 0.094
H 0.19122 2.30214 -1.44782 0.079
H 1.14351 3.35080 -2.46610 0.098
H 0.87804 4.49100 0.25791 0.084
H 0.66329 5.20773 -1.32766 0.087
H -1.51698 5.24781 -0.15721 0.013
H -1.57945 4.18245 -1.55375 0.029
H -3.02176 3.29314 1.99898 -0.143
H -0.45485 2.05864 1.70655 -0.104
H -3.69486 0.54766 -2.39642 0.041
H -4.10605 -0.84871 -0.05349 0.001
C 5.44022 -0.50457 2.28406 0.083
C 6.28480 -1.16584 3.08700 -0.232
C 7.63042 -0.60113 3.50393 -0.316
O 8.30077 -1.30185 4.24554 0.088
C 8.03091 0.69541 3.01406 0.064
C 7.18796 1.36028 2.20860 -0.230
C 5.83665 0.79827 1.79726 -0.296
O 5.16953 1.50419 1.06754 0.118
O 7.42823 2.55135 1.69164 0.117
O 6.04485 -2.36468 3.59946 0.112
H 4.47757 -0.89600 1.98543 0.134
H 8.99258 1.08810 3.31198 0.131
H 6.63152 2.77105 1.16234 0.122
H 6.82950 -2.57950 4.14192 0.114
C -7.29211 -2.73356 -1.66936 0.080
C -8.11090 -3.79470 -1.66111 -0.233
C -7.61235 -5.21349 -1.44682 -0.317
O -8.46839 -6.08448 -1.45522 0.087
C -6.20376 -5.43992 -1.25276 0.066
C -5.37667 -4.38033 -1.26007 -0.225
C -5.88045 -2.96049 -1.46685 -0.289
O -5.02738 -2.09394 -1.44907 0.099
O -4.07298 -4.45875 -1.09276 0.134
O -9.42231 -3.72903 -1.83407 0.110
H -7.63625 -1.71975 -1.81654 0.139
H -5.85665 -6.45247 -1.10494 0.133
H -3.72039 -3.54437 -1.13096 0.132
H -9.73868 -4.65310 -1.76915 0.114
```

Output
Lowest unoccupied orbital energy: 0.1004 eV
Net charge: -1


Entry from OMol25: C3H8N2 in the gas phase at a distorted geometry (ωB97M-V with the def2-TZVPD basis set).

```
13
Properties=species:S:1:pos:R:3:nbo_charge:R:1
H -3.28254 -0.56859 0.50223 0.323
N -2.75062 0.16504 -0.01200 -0.699
C -1.61836 -0.48134 -0.07970 0.261
N -0.54229 0.21780 -0.53914 -0.610
C 0.74967 -0.33713 -0.21546 -0.213
C 1.77512 0.65813 0.24895 -0.618
H -1.53047 -1.52003 0.13534 0.156
H -0.72561 1.19574 -0.42181 0.397
H 0.50713 -1.11119 0.47397 0.175
H 1.10953 -0.89643 -1.01207 0.182
H 1.46898 1.19864 1.09933 0.212
H 2.76540 0.15801 0.45311 0.221
H 2.07408 1.32134 -0.63275 0.212
```

Output
Lowest unoccupied orbital energy: 1.0126 eV
Energy relative to the best compared isomer or geometry (same formula, charge and spin): 42.78 kcal/mol


Number 1: gap between HOMO and LUMO 0.3352 hartree, highest occupied orbital energy -8.91 eV. Number 2: gap between HOMO and LUMO 0.1839 hartree, highest occupied orbital energy -4.90 eV. Number 3: gap between HOMO and LUMO 0.3594 hartree, highest occupied orbital energy -8.77 eV.